(1)
DFT (wB97M-V/def2-TZVPD) results for 2 unconnected molecules or ions with the total composition C14H16O2.

Computed properties:
- Net charge: +1
- HOMO level (alpha / beta): -10.96 / -10.95 eV
- Expectation value of S²: 0.77
- Kohn-Sham gap (alpha / beta): 7.3 / 3.7 eV
- LUMO (alpha / beta): -3.63 / -7.27 eV
- Multiplicity: 2

Cartesian coordinates (Å):
1 C -4.67 -0.73 3.81
2 C -1.82 0.13 0.84
3 C -2.15 -1.18 1.12
4 C -2.24 1.22 1.62
5 C -3.15 -1.41 2.06
6 C -3.21 1.00 2.62
7 C -3.67 -0.30 2.76
8 O -0.90 0.57 -0.13
9 H -0.93 -0.05 -0.88
10 H -1.61 -1.96 0.58
11 H -1.84 2.11 1.15
12 H -3.54 -2.40 2.27
13 H -3.62 1.83 3.19
14 H -4.23 -1.47 4.49
15 H -5.44 -1.38 3.40
16 H -4.83 0.10 4.52
17 C 3.81 1.61 -3.99
18 C 3.40 -0.60 -2.77
19 C 3.26 0.79 -2.88
20 C 2.80 -1.38 -1.78
21 C 2.41 1.47 -1.93
22 C 2.20 -0.57 -0.79
23 C 2.07 0.85 -0.78
24 O 1.84 -1.29 0.27
25 H 4.18 -1.11 -3.33
26 H 2.88 -2.42 -1.53
27 H 4.90 1.78 -3.98
28 H 3.37 2.60 -3.92
29 H 2.21 2.52 -2.02
30 H 1.81 1.39 0.11
31 H 1.21 -0.87 0.88
32 H 3.61 1.06 -4.92


(2)
DFT (wB97M-V/def2-TZVPD) results for a single C14H17Cl3N2O4S molecule.

Computed properties:
- HOMO level: -8.91 eV
- Kohn-Sham gap: 9.4 eV
- Structure (SMILES): CS(=O)(=O)N(CC(=O)NC[C@H]1CCCO1)c1cc(Cl)c(Cl)cc1Cl
- LUMO: 0.47 eV

Cartesian coordinates (Å):
1 C -3.30 -0.23 -1.50
2 S -1.51 -0.01 -1.67
3 O -1.15 1.25 -1.10
4 O -1.15 -0.28 -3.02
5 N -0.83 -1.25 -0.72
6 C -1.47 -1.53 0.55
7 C -1.63 -0.20 1.30
8 O -2.72 0.28 1.52
9 N -0.47 0.32 1.71
10 C -0.35 1.68 2.20
11 C 0.60 2.45 1.27
12 C 0.88 3.87 1.78
13 C 2.19 3.70 2.55
14 C 2.88 2.62 1.73
15 O 1.85 1.77 1.25
16 C -0.14 -2.25 -1.39
17 C -0.54 -3.58 -1.40
18 C 0.18 -4.53 -2.10
19 Cl -0.34 -6.17 -2.08
20 C 1.31 -4.16 -2.82
21 Cl 2.20 -5.33 -3.71
22 C 1.73 -2.84 -2.82
23 C 1.02 -1.89 -2.09
24 Cl 1.57 -0.28 -2.00
25 H -3.54 -1.25 -1.79
26 H -3.60 0.00 -0.49
27 H -3.74 0.47 -2.20
28 H -0.83 -2.20 1.12
29 H -2.47 -1.99 0.44
30 H 0.40 -0.06 1.36
31 H 0.05 1.66 3.22
32 H -1.34 2.12 2.20
33 H 0.18 2.44 0.26
34 H 1.03 4.55 0.93
35 H 0.07 4.25 2.39
36 H 1.99 3.34 3.56
37 H 2.78 4.61 2.61
38 H 3.42 3.06 0.88
39 H 3.58 2.01 2.31
40 H -1.42 -3.88 -0.86
41 H 2.62 -2.55 -3.36


(3)
DFT (wB97M-V/def2-TZVPD) results for a molecular structure, C14H17ClN3O4PdS2.

Computed properties:
- Net charge: +1
- HOMO level: -12.05 eV
- Kohn-Sham gap: 6.8 eV
- LUMO: -5.26 eV

Cartesian coordinates (Å):
1 Pd -0.83 0.03 -1.50
2 O 1.57 -0.06 -1.80
3 S 0.99 0.84 -2.82
4 O 1.74 1.43 -3.86
5 O -0.23 -0.03 -3.37
6 O 0.08 1.80 -2.01
7 C -2.00 0.75 2.61
8 C -2.06 0.68 1.24
9 N -1.08 0.10 0.52
10 C 0.00 -0.37 1.16
11 C 0.16 -0.29 2.53
12 C -0.88 0.26 3.27
13 C 1.42 -0.75 3.15
14 C 2.64 -0.35 2.80
15 C 3.01 0.66 1.79
16 C 4.33 0.77 1.37
17 C 4.62 1.74 0.43
18 N 3.68 2.55 -0.06
19 C 2.45 2.37 0.41
20 N 2.07 1.48 1.31
21 H -2.81 1.21 3.15
22 H -2.92 1.06 0.69
23 H 0.79 -0.79 0.54
24 H -0.80 0.34 4.34
25 H 1.32 -1.46 3.96
26 H 3.48 -0.80 3.32
27 H 5.10 0.12 1.76
28 H 5.62 1.87 0.05
29 H 1.69 3.03 0.01
30 Cl -4.04 0.31 -1.71
31 C -2.52 1.09 -1.96
32 H -2.40 1.95 -1.31
33 H -2.34 1.29 -3.01
34 C -2.18 -2.38 -3.25
35 S -1.35 -2.19 -1.67
36 C -2.65 -2.67 -0.53
37 H -3.10 -1.79 -3.26
38 H -2.40 -3.44 -3.38
39 H -1.49 -2.04 -4.02
40 H -2.87 -3.72 -0.70
41 H -3.54 -2.06 -0.68
42 H -2.27 -2.54 0.48


(4)
DFT (wB97M-V/def2-TZVPD) results for a molecular structure, C14H17CuIN2O.

Computed properties:
- HOMO level (alpha / beta): -6.27 / -7.38 eV
- Expectation value of S²: 0.76
- Kohn-Sham gap (alpha / beta): 5.5 / 6.5 eV
- LUMO (alpha / beta): -0.77 / -0.87 eV
- Multiplicity: 2

Cartesian coordinates (Å):
1 C 2.61 3.15 0.44
2 C 3.44 1.90 0.16
3 H 2.43 3.79 -0.43
4 H 2.95 3.74 1.30
5 H 1.58 2.80 0.74
6 H 2.91 1.17 -0.46
7 H 4.37 2.16 -0.35
8 H 3.72 1.36 1.07
9 C -2.56 1.43 -0.62
10 C -3.83 1.22 -1.18
11 C -4.01 0.10 -1.99
12 C -2.94 -0.78 -2.17
13 H -2.42 2.22 0.11
14 H -4.63 1.92 -0.92
15 H -4.99 -0.07 -2.44
16 H -3.09 -1.75 -2.65
17 N -1.49 0.65 -0.93
18 C -1.65 -0.48 -1.68
19 C -0.50 -1.42 -1.76
20 N 0.66 -1.05 -1.12
21 C 1.68 -1.93 -0.97
22 C 0.43 -3.65 -2.11
23 C 1.57 -3.25 -1.40
24 H 2.56 -1.56 -0.43
25 H 2.34 -3.97 -1.14
26 C -0.61 -2.74 -2.25
27 H -1.57 -3.05 -2.68
28 H 0.37 -4.66 -2.52
29 Cu 0.41 0.57 0.16
30 I -0.09 2.26 2.03
31 C -1.31 -0.81 1.93
32 C 0.10 -0.79 1.55
33 O 1.12 -1.35 1.87
34 H -1.98 -0.51 1.12
35 H -1.45 -0.10 2.78
36 H -1.62 -1.80 2.29


In the order shown, the computed E_tot values come out to -18863.365; -74366.561; -65118.105; -72560.718 eV.
In the order shown, the computed max |F| values come out to 3.337; 0.882; 0.852; 2.316 eV Å⁻¹.
In the order shown, the computed relative energy (zero: lowest compared OMol25 entry of this formula, charge and spin) values come out to 30.2; 35.9; 0.0; 0.0 kcal per mole.